(1)
{"formula": "C10H28LiN3O7", "method": "ωB97M-V/def2-TZVPD", "e_above_lowest_kj_mol": 259.1, "max_force_ev_per_a": 6.342, "spin_multiplicity": 1, "symbols": ["Li", "N", "O", "O", "O", "C", "C", "C", "O", "C", "N", "H", "H", "H", "H", "H", "H", "H", "H", "H", "H", "H", "C", "C", "C", "O", "C", "N", "H", "H", "H", "H", "H", "H", "H", "H", "H", "H", "H", "C", "C", "O", "O", "H", "H", "H", "H", "H", "H"], "coordinates": [[0.649769, -0.235946, -0.694813], [-1.712749, -2.348564, -1.539082], [-0.881373, -1.636136, -1.076124], [-2.610402, -1.923813, -2.239662], [-1.680290, -3.552441, -1.333708], [-3.672607, 0.586128, 3.337549], [-2.410084, 0.768149, 2.491869], [-1.602693, -0.568949, 2.296583], [-1.296328, -1.059592, 3.638723], [0.013544, -0.711820, 4.152827], [-2.926873, 1.128820, 1.214879], [-3.385923, 0.255474, 4.335832], [-4.313465, -0.192584, 2.924009], [-4.227056, 1.516907, 3.457339], [-1.648452, 1.423717, 2.914044], [-0.662731, -0.409233, 1.768317], [-2.052425, -1.311226, 1.637134], [0.798147, -0.991356, 3.449715], [0.314864, -1.372009, 4.966125], [0.049500, 0.366120, 4.310462], [-3.198506, 0.360543, 0.618160], [-3.803652, 1.566507, 1.459399], [-1.193863, 3.375653, -1.558331], [-0.617447, 1.925396, -1.520684], [0.503307, 1.725020, -2.606359], [1.012749, 0.412866, -2.469106], [1.716745, -0.119479, -3.693741], [-0.111216, 1.566698, -0.232126], [-1.613405, 3.731921, -2.499159], [-0.390514, 4.098215, -1.414644], [-1.826374, 3.533320, -0.684731], [-1.428231, 1.196899, -1.516516], [1.267594, 2.500537, -2.656663], [-0.010815, 1.763919, -3.566704], [2.145230, -1.097603, -3.475146], [2.600870, 0.487273, -3.889367], [1.119220, -0.163399, -4.604310], [0.420918, 2.391326, 0.006442], [-0.818146, 1.645086, 0.484959], [4.318977, -2.267710, -0.422398], [3.036434, -1.668726, -1.017993], [2.203800, -1.250183, 0.090180], [5.140890, -2.614517, -1.523628], [4.096594, -3.252973, -0.012657], [4.685320, -1.666613, 0.409816], [2.632637, -2.573568, -1.472229], [3.192449, -0.909400, -1.784268], [2.190360, -2.023763, 0.658511], [5.985703, -2.404891, -1.118721]], "forces_ev_per_angstrom": [[-0.5, -0.9, 0.0], [-2.9, -3.4, -1.7], [4.2, 4.0, 2.5], [-1.5, 1.8, -1.2], [0.7, -1.8, 0.8], [1.2, -0.6, 1.7], [-0.2, -3.1, -0.3], [0.6, 0.7, 1.8], [0.6, -0.5, -0.5], [-0.6, -0.6, -1.5], [0.0, 2.0, -1.5], [-0.2, 0.0, 0.2], [0.0, 0.1, -0.2], [0.0, 0.1, -0.2], [-0.4, 0.7, 0.0], [0.2, 0.5, 0.0], [-0.7, -0.3, 0.6], [0.0, 0.3, -0.7], [-0.9, 0.5, 0.6], [0.3, -0.1, 0.6], [0.3, -0.5, 0.1], [-0.1, 0.5, -0.8], [1.1, -0.2, 0.2], [-0.9, 0.6, -1.0], [-2.2, -0.6, -0.3], [1.5, -1.0, -1.7], [0.1, 0.7, 1.4], [1.9, 1.3, 1.5], [-0.5, -0.6, 0.1], [0.5, 0.0, 0.2], [-0.5, -0.2, -0.4], [-0.3, 0.0, -1.8], [0.3, 0.1, 0.6], [-0.1, 0.2, -0.2], [-0.7, 0.0, 0.2], [-0.1, 0.5, 0.0], [-0.5, 0.1, 0.4], [1.2, 0.0, 0.5], [-1.0, -0.5, -0.1], [-1.6, -0.6, -0.6], [0.6, -1.6, 1.2], [0.2, 0.4, -1.0], [1.1, 1.1, 0.8], [-0.7, 0.1, 0.7], [0.8, 0.4, -0.5], [-0.8, 0.4, -0.5], [0.0, 0.2, 0.7], [-0.5, 0.0, 0.3], [0.8, -0.3, -0.9]]}


(2)
{"formula": "C12H31N4O2P2", "method": "ωB97M-V/def2-TZVPD", "e_above_lowest_kj_mol": 0.0, "max_force_ev_per_a": 3.843, "charge": 1, "spin_multiplicity": 1, "symbols": ["N", "P", "P", "N", "C", "C", "O", "C", "N", "H", "H", "H", "H", "H", "H", "H", "H", "H", "H", "H", "H", "H", "C", "C", "C", "C", "C", "C", "N", "O", "C", "C", "C", "H", "H", "H", "H", "H", "H", "H", "H", "H", "H", "H", "H", "H", "H", "H", "H", "H", "H"], "coordinates": [[-2.620227, -0.507206, -3.745118], [-1.426535, 0.298730, -4.389415], [0.025872, -0.900903, -5.492723], [-1.011012, -2.149596, -6.019417], [1.118994, -1.635464, -4.186236], [0.594764, -1.687537, -2.743425], [1.041844, -0.543766, -1.986866], [1.143213, -2.920831, -2.027242], [0.604205, -3.135241, -0.690596], [-2.688914, -0.367445, -2.745455], [-0.668758, 1.082679, -3.499759], [-1.855322, 1.191162, -5.382985], [-0.434061, -2.924236, -6.324067], [-1.655055, -2.470090, -5.298684], [1.297049, -2.663884, -4.506045], [2.102978, -1.161762, -4.198447], [-0.494796, -1.694478, -2.702360], [1.718024, -0.075523, -2.484053], [2.226688, -2.784018, -1.961922], [0.975041, -3.809389, -2.632573], [0.353309, -2.256509, -0.261166], [-0.218765, -3.718915, -0.728720], [1.478832, 1.151655, 4.123330], [0.037703, 1.607850, 3.849893], [-0.936249, 0.418305, 3.897661], [-0.800825, -0.538068, 2.715540], [-0.964809, 0.195825, 1.387177], [-0.008676, 1.382867, 1.207613], [-0.116024, 2.230378, 2.469023], [-0.979019, 3.026206, 2.418072], [1.427795, 0.896869, 0.954343], [-0.400986, 2.203593, -0.011485], [-0.294726, 2.627413, 4.928684], [1.521459, 0.731044, 5.124451], [1.840658, 0.383192, 3.448432], [2.169499, 1.993410, 4.084005], [-1.960419, 0.802865, 3.935888], [-0.757691, -0.102085, 4.836883], [0.159405, -1.055892, 2.752886], [-1.564680, -1.312024, 2.792012], [-0.789784, -0.476104, 0.547887], [-1.995771, 0.553342, 1.299072], [2.160884, 1.686517, 1.124106], [1.515429, 0.581265, -0.080292], [1.711320, 0.033131, 1.550070], [-1.444007, 2.516466, 0.006028], [-0.253563, 1.578416, -0.888820], [0.225608, 3.090764, -0.109341], [0.337369, 3.511322, 4.844699], [-0.112099, 2.169108, 5.896262], [-1.335170, 2.946592, 4.903198]], "forces_ev_per_angstrom": [[0.3, 0.1, 0.1], [-1.0, -0.7, 0.4], [1.1, 0.5, -1.1], [-0.1, 0.1, 0.8], [-0.6, 0.0, 0.8], [0.8, -0.5, 0.0], [-0.5, 0.4, 0.1], [0.0, 0.2, 0.1], [0.0, -0.2, -0.1], [-0.2, -0.1, 0.0], [0.3, 0.2, -0.3], [0.2, 0.2, -0.1], [-0.2, -0.1, -0.3], [-0.1, 0.0, -0.1], [0.0, 0.0, -0.2], [0.0, 0.1, -0.1], [-0.1, 0.0, -0.1], [0.1, -0.1, -0.1], [0.1, -0.1, 0.0], [-0.1, -0.1, 0.0], [0.0, 0.1, 0.0], [-0.1, 0.0, 0.1], [0.1, -0.1, -0.4], [2.0, 0.0, 1.4], [-0.5, -0.2, -0.7], [0.2, 0.1, 0.0], [-0.5, -0.1, 0.8], [1.9, -0.2, -1.5], [-2.8, -2.7, 0.3], [0.1, 2.0, -0.2], [0.3, -0.1, 0.5], [-0.5, 0.4, 0.2], [-0.5, 0.4, -0.3], [-0.1, 0.1, 0.1], [-0.1, 0.0, 0.0], [0.0, 0.0, 0.0], [0.0, 0.1, 0.0], [0.1, 0.1, 0.1], [0.0, 0.0, 0.0], [0.0, 0.0, 0.0], [0.1, 0.1, -0.1], [0.0, 0.1, 0.0], [0.0, 0.0, 0.0], [-0.2, 0.0, -0.1], [0.0, 0.0, 0.0], [0.0, 0.0, 0.0], [0.1, -0.1, 0.0], [0.0, 0.0, 0.0], [0.0, 0.0, 0.0], [0.1, -0.1, 0.0], [0.0, 0.0, 0.0]]}